Entry from the OMol25 dataset: 2 unconnected molecules or ions with the total composition C4H9BO2 in a non-equilibrium geometry (wB97M-V/def2-TZVPD).

Last column: Mulliken charge in e.
CARTESIAN COORDINATES (ANGSTROEM)
B 1.26732 -0.60569 -0.71826  0.779
C -1.84208 -1.04733 1.00989  -0.463
C -0.59770 -0.81610 1.34033  -0.350
C 0.21691 1.90209 -0.38943  -1.047
C 0.84896 0.63648 0.19917  -0.425
O 0.76435 -0.71809 -2.00534  -0.580
O 2.22112 -1.52477 -0.36855  -0.589
H -2.56087 -1.75429 1.45500  0.265
H -2.26509 -0.38061 0.26278  0.207
H 0.18250 -1.23671 1.92669  0.332
H -0.68524 2.12296 0.22346  0.282
H 0.96532 2.72032 -0.36366  0.325
H -0.09813 1.80948 -1.45843  0.255
H 1.38148 0.69907 1.09275  0.475
H 1.23449 -1.45779 -2.47677  0.260
H 2.56655 -2.21997 -0.93634  0.275

max |F|	4.1	eV/Å
orbital gap	8.78	eV
DFT total energy	-9064.26331	eV
HOMO	-8.383	eV
relative energy (zero: lowest compared OMol25 entry of this formula, charge and spin)	3.306	eV